Entry 1:
{
  "formula": "C4H6NO3",
  "method": "the ωB97M-V functional and the def2-TZVPD basis",
  "total_energy_ev": -11872.0195,
  "homo_energy_ev": -3.679,
  "charge": -1,
  "e_above_lowest_kcal_mol": 194.9,
  "max_force_ev_per_a": 7.01,
  "e_lumo_ev": 1.4,
  "elements": ["O", "C", "O", "C", "C", "C", "O", "N", "H", "H", "H", "H", "H", "H"],
  "xyz": [[2.415, -0.360, 0.083], [1.196, -0.361, 0.845], [1.041, 0.354, 1.962], [0.143, 0.088, -0.231], [-0.828, 1.127, 0.266], [-1.450, -0.291, -0.077], [-2.225, -0.795, 0.888], [0.552, -0.030, -1.657], [1.004, -1.453, 1.064], [-0.868, 1.345, 1.339], [-1.283, 1.873, -0.364], [-1.806, -0.544, -1.136], [0.103, -0.761, -2.113], [2.007, -0.192, -0.868]],
  "forces_ev_per_a": [[-0.9, 1.3, -1.2], [-0.5, -2.2, 3.6], [1.0, -0.6, -2.1], [0.3, 2.5, -4.0], [1.7, -1.0, -1.0], [-5.9, -2.7, 2.5], [3.6, 1.5, -3.3], [-1.1, 3.4, 4.4], [0.0, 0.4, -0.2], [0.4, -0.4, -0.4], [-0.1, 0.0, -0.5], [0.6, 0.6, 1.4], [-0.3, -2.3, -0.6], [1.2, -0.6, 1.5]]
}

***

Entry 2:
{
  "formula": "C23H32BrF2N3OOsS",
  "method": "the ωB97M-V functional and the def2-TZVPD basis",
  "total_energy_ev": -119650.1639,
  "homo_energy_ev": [-12.969, -12.966],
  "charge": 2,
  "e_above_lowest_kcal_mol": 59.8,
  "max_force_ev_per_a": 3.91,
  "e_lumo_ev": [-8.6, -8.6],
  "elements": ["Os", "C", "C", "C", "C", "C", "C", "C", "Br", "C", "O", "C", "C", "C", "C", "C", "C", "H", "H", "H", "H", "H", "H", "H", "H", "H", "H", "H", "H", "H", "H", "H", "H", "H", "H", "H", "H", "F", "C", "F", "H", "S", "C", "N", "C", "C", "C", "C", "H", "H", "H", "H", "H", "C", "N", "C", "C", "N", "H", "H", "H", "H", "H", "H"],
  "xyz": [[0.868, 0.036, -2.392], [-2.906, -2.976, 4.317], [-1.506, -2.338, 4.392], [-1.484, -1.321, 5.534], [-0.455, -3.431, 4.671], [-1.172, -1.717, 3.049], [-1.226, -2.524, 1.878], [-0.893, -1.997, 0.684], [-1.107, -3.060, -0.832], [-0.433, -0.617, 0.552], [0.032, -0.166, -0.555], [-0.519, 0.248, 1.720], [-0.838, -0.363, 2.910], [-0.313, 1.773, 1.753], [-1.635, 2.409, 2.232], [0.046, 2.414, 0.413], [0.815, 2.115, 2.748], [-3.156, -3.384, 5.298], [-2.952, -3.797, 3.597], [-3.670, -2.240, 4.052], [-1.734, -1.832, 6.465], [-2.221, -0.524, 5.391], [-0.496, -0.869, 5.666], [-0.681, -3.897, 5.633], [0.554, -3.012, 4.726], [-0.465, -4.214, 3.908], [-1.543, -3.557, 1.936], [-0.862, 0.248, 3.798], [-2.450, 2.203, 1.531], [-1.505, 3.493, 2.293], [-1.940, 2.055, 3.219], [-0.719, 2.250, -0.351], [1.002, 2.054, 0.035], [0.129, 3.491, 0.581], [0.573, 1.832, 3.774], [0.982, 3.195, 2.739], [1.751, 1.621, 2.472], [-0.399, 1.866, -4.051], [0.502, 0.828, -4.254], [-0.121, -0.029, -5.120], [1.352, 1.241, -4.776], [2.498, 1.561, -1.884], [2.112, 3.256, -2.129], [3.184, 4.061, -1.952], [3.162, 5.406, -2.091], [1.997, 6.027, -2.429], [0.860, 5.240, -2.595], [0.909, 3.864, -2.436], [4.062, 3.620, -1.703], [4.097, 5.919, -1.917], [1.976, 7.101, -2.555], [-0.084, 5.711, -2.846], [0.025, 3.258, -2.544], [0.630, -5.003, -4.223], [0.603, -3.617, -4.773], [0.308, -3.432, -6.227], [0.824, -2.598, -4.022], [1.023, -1.697, -3.315], [-0.337, -5.465, -4.401], [0.836, -4.975, -3.158], [1.407, -5.572, -4.726], [-0.615, -3.955, -6.461], [1.128, -3.845, -6.808], [0.191, -2.374, -6.442]],
  "forces_ev_per_a": [[-1.8, -0.4, 2.1], [0.0, 0.0, 0.1], [0.0, 0.0, -0.1], [0.0, 0.0, 0.0], [0.0, -0.1, 0.1], [0.0, 0.1, -0.4], [-0.1, 0.2, 1.2], [0.7, 1.3, -0.5], [0.1, 0.0, -0.5], [-1.8, -0.4, 1.6], [2.9, 0.2, -2.6], [-0.2, -0.2, -1.1], [-0.2, -0.6, 0.4], [0.0, -0.3, 0.0], [0.0, 0.1, 0.0], [-0.1, 0.1, 0.1], [0.0, 0.0, 0.0], [0.0, 0.0, -0.1], [0.0, 0.1, 0.1], [0.1, 0.0, 0.0], [0.0, 0.0, 0.0], [0.1, -0.1, 0.0], [-0.1, -0.1, 0.0], [0.0, 0.0, -0.1], [-0.1, 0.0, 0.0], [0.0, 0.1, 0.1], [0.0, 0.1, 0.0], [0.0, 0.0, 0.0], [0.1, 0.0, 0.1], [0.0, -0.1, 0.0], [0.1, 0.0, -0.1], [0.0, 0.0, 0.1], [-0.1, 0.0, 0.2], [0.0, 0.0, -0.1], [0.0, 0.0, -0.1], [0.0, -0.1, 0.0], [-0.1, 0.0, 0.0], [0.1, -0.2, -0.2], [-0.4, 0.0, 0.3], [0.0, 0.0, 0.1], [0.4, 0.2, -0.3], [-0.2, -1.2, -0.2], [0.1, 0.2, -0.4], [0.1, 0.2, -0.1], [0.3, -0.4, 0.2], [-0.2, 0.1, -0.1], [-0.2, 0.1, 0.0], [-0.1, 0.0, 0.1], [0.1, 0.0, 0.0], [0.0, 0.0, 0.0], [0.0, -0.1, 0.0], [0.0, 0.0, 0.0], [0.0, 0.1, 0.0], [0.1, 0.3, -0.1], [0.0, 0.2, 0.1], [0.1, 0.0, 0.4], [-0.1, -1.2, -0.7], [0.4, 1.7, 0.4], [-0.1, 0.0, 0.0], [0.0, 0.1, 0.0], [0.0, 0.0, -0.1], [0.0, 0.0, 0.0], [0.1, 0.0, 0.0], [0.0, 0.0, 0.0]]
}

***

Entry 3:
{
  "formula": "C4H13N2O",
  "method": "the ωB97M-V functional and the def2-TZVPD basis",
  "total_energy_ev": -9380.4158,
  "homo_energy_ev": -14.147,
  "charge": 1,
  "e_above_lowest_kcal_mol": 26.9,
  "smiles": "NCC[C@H]([NH3+])CO",
  "max_force_ev_per_a": 1.66,
  "e_lumo_ev": -2.9,
  "elements": ["C", "O", "C", "C", "C", "N", "N", "H", "H", "H", "H", "H", "H", "H", "H", "H", "H", "H", "H", "H"],
  "xyz": [[1.777, 0.406, 0.891], [2.864, 0.322, -0.021], [0.510, 0.279, 0.064], [-0.681, -0.103, 0.926], [-2.020, 0.200, 0.237], [-1.925, -0.132, -1.238], [0.733, -0.789, -0.961], [1.847, -0.347, 1.685], [1.754, 1.365, 1.410], [3.632, 0.761, 0.355], [0.293, 1.186, -0.482], [-0.725, -1.133, 1.281], [-0.598, 0.532, 1.813], [-2.845, -0.358, 0.646], [-2.238, 1.269, 0.277], [-2.356, -1.027, -1.446], [-2.396, 0.592, -1.760], [-0.134, -0.797, -1.536], [0.995, -1.692, -0.565], [1.514, -0.537, -1.578]],
  "forces_ev_per_a": [[0.3, 0.4, -0.1], [-0.1, 0.1, 0.2], [0.1, -1.2, 0.9], [-0.9, 0.7, 0.2], [0.5, 0.1, -1.6], [0.2, 0.0, 0.7], [0.6, 0.3, -1.0], [-0.1, -0.3, -0.2], [0.0, 0.1, -0.1], [0.1, -0.1, -0.1], [0.1, 0.2, -0.2], [0.7, -0.1, -0.1], [-0.2, -0.2, 0.2], [-0.2, 0.0, 0.6], [0.0, -0.1, 0.2], [-0.3, 0.2, 0.0], [-0.1, -0.2, -0.2], [-0.3, -0.2, 0.3], [-0.4, 0.0, 0.1], [0.0, 0.1, 0.2]]
}